Entry 1:
Below is C23H47GeN4O2RhSi3 as an isolated structure, with properties calculated with the ωB97M-V functional and the def2-TZVPD basis.

```
81
C23H47GeN4O2RhSi3 (the ωB97M-V functional and the def2-TZVPD basis)
Rh 0.30 -1.37 0.20
C 4.35 -2.05 -1.70
C 3.34 -1.63 -0.67
O 2.23 -1.23 -1.06
C 3.77 -1.67 0.70
C 3.09 -1.27 1.83
C 3.81 -1.24 3.15
N 1.78 -0.88 1.79
N 1.33 -0.42 2.95
C 0.02 -0.05 2.88
O -0.69 -0.20 1.87
C -0.54 0.60 4.09
C -1.87 0.99 4.08
C -2.42 1.63 5.18
C -1.64 1.86 6.30
C -0.31 1.46 6.32
C 0.24 0.83 5.22
H 3.92 -2.01 -2.69
H 4.71 -3.07 -1.49
H 5.22 -1.40 -1.65
H 4.79 -1.99 0.85
H 4.83 -1.60 3.03
H 3.29 -1.86 3.88
H 3.82 -0.23 3.55
H -2.48 0.80 3.20
H -3.46 1.94 5.17
H -2.06 2.36 7.16
H 0.30 1.65 7.20
H 1.28 0.52 5.22
N -0.45 -3.15 1.65
C -0.68 -4.40 0.93
C -1.30 -4.12 -0.42
N -0.42 -3.23 -1.20
H 0.18 -3.27 2.43
H -1.32 -2.78 2.04
H -1.31 -5.10 1.48
H 0.29 -4.89 0.80
H -2.25 -3.61 -0.29
H -1.50 -5.06 -0.94
H -0.87 -2.92 -2.06
H 0.43 -3.70 -1.48
C -3.65 0.45 0.18
Si -2.90 0.64 -1.53
C -3.48 -0.79 -2.61
C -3.46 2.26 -2.28
Ge -0.54 0.37 -1.39
Si 0.30 2.62 -0.48
C 2.07 2.33 0.01
C -0.86 2.89 0.94
C 0.08 3.90 -1.80
Si 0.48 0.61 -3.55
C 0.37 -1.18 -4.13
C 2.28 1.13 -3.51
C -0.49 1.68 -4.73
H -4.70 0.17 0.11
H -3.59 1.38 0.74
H -3.13 -0.31 0.76
H -4.56 -0.73 -2.77
H -3.27 -1.75 -2.13
H -3.00 -0.78 -3.59
H -4.55 2.27 -2.39
H -3.02 2.44 -3.26
H -3.20 3.11 -1.63
H 2.16 1.40 0.57
H 2.40 3.16 0.64
H 2.72 2.28 -0.86
H -0.82 2.08 1.67
H -1.88 3.02 0.60
H -0.54 3.82 1.42
H 0.76 3.76 -2.64
H 0.29 4.88 -1.36
H -0.94 3.91 -2.18
H 0.91 -1.83 -3.44
H 0.81 -1.28 -5.12
H -0.67 -1.51 -4.20
H 2.81 0.63 -2.71
H 2.41 2.20 -3.41
H 2.74 0.84 -4.46
H -1.53 1.34 -4.81
H -0.05 1.61 -5.73
H -0.50 2.73 -4.45
```

## Properties
Highest occupied orbital energy (alpha / beta), eV: -9.368 / -10.707
2S+1: 6
M, g/mol: 671.43
Charge: +1
Expectation value of S²: 8.7885


Entry 2:
Below is C39H79BrF7I2N4O8S as an isolated structure, with properties calculated with the ωB97M-V functional and the def2-TZVPD basis.

```
141
C39H79BrF7I2N4O8S (the ωB97M-V functional and the def2-TZVPD basis)
C 1.19 -8.26 -0.04
C 1.00 -8.23 1.47
S 1.68 -6.71 2.19
C 0.14 -5.74 2.28
N 0.31 -4.51 3.04
C 0.77 -4.70 4.42
C 1.96 -3.81 4.75
N 2.27 -3.42 5.90
C 0.02 -3.31 2.55
N -0.23 -3.07 1.23
C 0.76 -3.17 0.11
C 1.99 -4.03 0.29
C 3.06 -3.61 -0.74
C 4.10 -2.71 -0.04
C 3.74 -4.88 -1.25
C 4.92 -4.65 -2.20
C 4.47 -3.89 -3.41
C 4.78 -2.62 -3.72
C 3.97 -1.90 -4.78
C 5.92 -1.86 -3.13
C -0.98 -1.78 1.26
I -1.33 -0.84 -0.66
C -2.44 -2.18 1.66
C -3.01 -3.31 0.79
C -0.17 -1.01 2.36
C 1.38 -0.83 2.17
C 2.09 0.37 1.55
O 2.95 0.91 2.14
Br 1.77 0.90 -0.28
C -0.84 0.30 2.85
F -2.15 0.12 3.07
F -0.75 1.15 1.80
C -0.26 1.09 4.10
F -1.21 1.11 5.05
F 0.82 0.51 4.62
C 0.03 2.59 3.83
F 0.95 2.80 2.92
F -1.09 3.20 3.51
F 0.47 3.09 4.98
N -0.10 -2.20 3.33
I -1.16 -2.19 5.10
H 2.24 -8.15 -0.29
H 0.79 -9.18 -0.45
H 0.63 -7.43 -0.49
H -0.07 -8.25 1.70
H 1.49 -9.06 1.96
H -0.59 -6.35 2.82
H -0.27 -5.54 1.29
H 1.12 -5.72 4.51
H -0.03 -4.59 5.14
H 2.58 -3.56 3.90
H 1.60 -3.73 6.60
H 0.23 -3.47 -0.79
H 1.11 -2.16 -0.10
H 1.74 -5.07 0.10
H 2.40 -3.97 1.30
H 2.60 -3.07 -1.57
H 4.59 -2.03 -0.72
H 4.85 -3.33 0.45
H 3.63 -2.12 0.75
H 3.00 -5.52 -1.73
H 4.08 -5.43 -0.37
H 5.31 -5.63 -2.49
H 5.72 -4.13 -1.67
H 3.81 -4.43 -4.08
H 2.95 -2.27 -4.78
H 4.41 -2.05 -5.76
H 3.99 -0.83 -4.56
H 5.59 -1.08 -2.44
H 6.61 -2.51 -2.59
H 6.46 -1.36 -3.94
H -2.52 -2.48 2.70
H -3.08 -1.31 1.55
H -4.04 -3.08 0.52
H -3.05 -4.23 1.37
H -2.43 -3.52 -0.10
H 1.78 -0.86 3.18
H 1.78 -1.71 1.68
C 8.02 -3.78 -7.54
C 6.84 -2.89 -7.20
O 7.10 -2.07 -6.07
H 8.28 -4.41 -6.69
H 7.80 -4.42 -8.40
H 8.90 -3.18 -7.79
H 5.97 -3.50 -6.94
H 6.57 -2.27 -8.06
H 7.86 -1.52 -6.27
C -0.99 3.23 -3.32
C -1.62 2.19 -4.23
O -1.67 0.90 -3.60
H 0.02 2.92 -3.03
H -0.94 4.20 -3.82
H -1.57 3.34 -2.40
H -1.03 2.06 -5.13
H -2.63 2.49 -4.52
H -2.21 1.00 -2.81
C -3.10 4.29 -8.08
C -2.81 5.34 -7.03
O -2.03 4.81 -5.95
H -3.63 3.45 -7.64
H -3.71 4.71 -8.89
H -2.17 3.91 -8.52
H -3.73 5.71 -6.58
H -2.28 6.19 -7.47
H -1.20 4.49 -6.32
C -3.69 4.22 5.36
C -3.47 5.36 6.34
O -2.60 4.98 7.41
H -4.11 3.35 5.87
H -4.36 4.53 4.56
H -2.74 3.90 4.91
H -4.41 5.65 6.80
H -3.05 6.22 5.82
H -1.75 4.73 7.03
C -5.65 2.06 3.19
C -6.70 1.35 4.03
O -6.71 -0.06 3.78
H -5.84 1.89 2.13
H -5.67 3.14 3.38
H -4.65 1.69 3.43
H -7.70 1.71 3.79
H -6.52 1.53 5.10
H -5.84 -0.40 4.01
C -1.75 7.12 -2.79
C -0.47 7.19 -3.59
O 0.34 8.30 -3.19
H -2.32 8.04 -2.91
H -2.37 6.28 -3.10
H -1.53 7.01 -1.72
H -0.68 7.32 -4.65
H 0.11 6.27 -3.47
H 0.55 8.19 -2.26
C -4.65 8.37 4.16
C -6.11 8.03 3.92
O -6.38 6.65 4.13
H -4.02 7.77 3.50
H -4.45 9.42 3.98
H -4.38 8.14 5.19
H -6.39 8.24 2.89
H -6.76 8.63 4.57
H -6.16 6.45 5.05
```

## Properties
Highest occupied orbital energy, eV: -10.372
M, g/mol: 1230.85
Charge: +1